[1]
A structure of composition C20H29N11O9PSSc. Source: the OMol25 dataset; level of theory: ωB97M-V/def2-TZVPD.

```
72
Properties=species:S:1:pos:R:3:forces:R:3:mulliken_charge:R:1
Sc 0.69130 0.40349 0.07183 -0.16 0.37 -0.21 0.909
C 0.63364 4.73950 1.30351 0.03 -0.03 0.11 -1.721
C 0.29360 3.34455 0.91409 -0.07 0.04 -0.12 0.747
N 0.82522 2.27318 1.40471 0.04 -0.02 -0.07 1.330
N 1.89188 2.50846 2.24854 -0.12 -0.28 0.01 -1.004
C 2.21738 1.70547 3.18661 0.08 0.26 -0.06 0.311
N 3.22124 2.04889 4.01581 0.00 -0.05 0.07 -0.366
S 1.44879 0.20463 3.91295 -0.01 -0.07 -0.03 0.010
C -0.69000 3.15504 -0.18618 -0.09 0.00 0.07 0.634
C -1.59931 4.13409 -0.55176 0.08 -0.05 0.01 -0.814
C -2.47527 3.87658 -1.59827 -0.02 0.01 -0.02 -0.645
C -2.41564 2.65795 -2.25073 0.03 -0.05 0.00 -1.108
C -1.47781 1.72830 -1.83091 -0.03 0.05 0.00 -0.248
N -0.63785 1.97347 -0.82414 0.09 -0.04 -0.01 0.598
H 1.41240 4.76632 2.05526 0.01 0.00 -0.01 0.361
H 0.95647 5.29226 0.41924 -0.01 0.01 0.00 0.403
H -0.25202 5.24243 1.69674 0.00 0.00 0.02 0.410
H 3.71361 2.90395 3.80073 0.03 0.00 -0.01 0.263
H 3.73451 1.34466 4.52075 0.00 -0.02 -0.01 0.238
H -1.62924 5.08313 -0.03806 0.01 -0.01 0.01 0.431
H -3.19234 4.62821 -1.90018 0.00 0.00 0.00 0.480
H -3.07183 2.42578 -3.07726 -0.01 0.01 0.00 0.516
H -1.38669 0.76014 -2.30779 0.00 0.00 0.00 0.685
O 1.47630 -0.84213 1.61806 0.21 -0.05 0.26 -0.212
N 1.35983 -1.04180 2.80959 -0.09 0.15 0.03 0.063
C -2.81734 -4.01339 0.73611 -0.02 0.00 -0.04 -0.965
N -2.11523 -2.79048 1.12172 -0.08 0.14 -0.06 0.526
C -1.66564 -2.79441 2.51310 0.03 0.01 0.02 -0.946
P -2.30284 -1.35628 0.35664 -0.09 0.04 -0.06 -0.983
O -1.03793 -0.52324 0.58198 0.28 0.00 -0.04 -0.031
N -3.56567 -0.47000 0.90168 0.12 -0.18 0.07 0.549
C -3.46468 0.88767 1.41969 0.02 0.03 -0.05 -0.695
C -4.80927 -1.16065 1.24485 -0.02 -0.02 -0.05 -1.055
N -2.53675 -1.67352 -1.22997 -0.12 -0.08 0.10 0.816
C -3.76978 -1.37671 -1.95526 0.02 0.05 -0.03 -1.151
C -1.62757 -2.57087 -1.94210 0.07 -0.01 -0.02 -1.279
H -2.12441 -4.85508 0.76437 -0.01 -0.01 -0.01 0.319
H -3.22056 -3.92968 -0.27067 0.01 0.00 0.03 0.323
H -3.64095 -4.22012 1.42424 0.01 -0.01 -0.01 0.339
H -0.92187 -3.57876 2.65919 0.00 0.01 0.01 0.352
H -2.50275 -2.97655 3.19203 0.01 0.00 0.00 0.330
H -1.21308 -1.83781 2.76707 -0.01 -0.01 0.01 0.156
H -2.53732 1.34849 1.08926 -0.01 0.00 0.01 -0.014
H -3.49314 0.89521 2.51286 -0.01 0.00 -0.01 0.289
H -4.30330 1.48106 1.05031 0.01 0.01 0.00 0.290
H -4.86263 -2.13027 0.74905 0.00 0.02 0.03 0.301
H -5.66204 -0.57042 0.90694 0.00 0.00 0.01 0.395
H -4.89356 -1.31223 2.32377 -0.01 0.00 -0.01 0.319
H -4.31826 -0.57723 -1.46402 -0.01 -0.02 -0.01 0.376
H -4.41030 -2.25931 -2.03406 0.00 0.00 -0.01 0.255
H -3.51468 -1.05632 -2.96720 -0.02 0.01 0.00 0.382
H -0.75836 -2.79687 -1.32638 0.00 -0.02 0.00 0.349
H -1.28592 -2.09448 -2.86273 0.00 -0.01 0.00 0.382
H -2.12047 -3.51038 -2.20289 -0.01 0.01 0.01 0.406
O 7.60373 -2.11361 -2.61054 -0.05 0.04 -0.04 -0.589
N 6.49674 -2.11607 -3.09730 -0.01 -0.12 0.06 1.046
O 6.15657 -2.66884 -4.11838 0.01 0.05 0.01 -0.589
C 5.44633 -1.38510 -2.35635 -0.06 -0.02 -0.16 -0.674
C 5.78310 -0.75027 -1.16743 -0.07 0.04 0.08 -0.559
C 4.79931 -0.09122 -0.47533 -0.12 0.02 -0.15 0.045
C 3.47190 0.03440 -0.94681 0.03 -0.11 -0.14 0.751
O 2.60259 0.79721 -0.36930 -0.09 -0.19 0.08 -0.712
C 3.19230 -0.69455 -2.13329 -0.03 0.10 0.17 0.026
C 4.16761 -1.37900 -2.85276 0.17 0.00 0.07 -0.417
N 1.84888 -0.74831 -2.63769 0.03 -0.05 -0.10 0.741
O 1.64080 -1.06877 -3.76681 -0.02 0.02 0.01 -0.509
O 0.87555 -0.50915 -1.85725 0.01 0.00 0.13 -0.319
N 5.13003 0.49734 0.82471 0.07 0.08 0.06 0.904
O 6.16892 1.10140 0.92285 -0.06 -0.04 0.00 -0.542
O 4.33373 0.30047 1.72836 0.00 -0.01 0.02 -0.504
H 6.79753 -0.79311 -0.79323 0.01 0.00 0.00 0.633
H 3.93248 -1.90675 -3.76615 0.00 0.00 -0.01 0.662
```
Positions in Å, forces in eV/Å.

E_LUMO (Eh): -0.2657
Relative energy (zero: lowest compared OMol25 entry of this formula, charge and spin) (eV): 0.108
Molar mass (g/mol): 675.52
Total charge: +2

---

[2]
A cluster of 8 separate species, H15O8 in total at a distorted geometry. Source: the OMol25 dataset; level of theory: ωB97M-V/def2-TZVPD.

```
23
Properties=species:S:1:pos:R:3:forces:R:3:mulliken_charge:R:1
O 0.01565 -0.13722 0.49204 -0.42 1.70 -1.43 -0.864
H -0.32835 0.17278 -0.38496 0.78 -1.12 0.88 0.230
O -0.92535 0.80378 -2.87096 4.10 -6.93 -6.08 -0.582
H -1.38635 1.44678 -2.56596 -4.99 6.69 3.41 0.255
H -1.18835 0.68778 -3.85296 0.69 0.38 2.62 0.273
O -1.11935 -1.43522 2.45704 -0.90 4.13 -1.05 -0.758
H -0.84235 -0.94322 1.56504 -0.40 -1.14 1.82 0.269
H -0.91335 -2.31722 2.37804 0.95 -2.95 -0.55 0.298
O 0.47465 -1.43522 -1.91996 -0.64 -1.71 -4.41 -0.684
H -0.18435 -0.84622 -2.31696 0.34 -0.13 0.18 0.432
H 0.58365 -1.12322 -1.08196 0.53 1.04 3.95 0.183
O 2.42065 0.51478 -0.64796 -1.04 0.59 0.80 -0.720
H 1.47965 0.43578 -0.17696 2.53 -0.77 -1.40 0.392
H 2.64965 -0.19022 -1.27596 -1.02 0.17 0.65 0.318
O 1.56665 -2.09522 1.52804 -2.15 -0.85 -3.22 -0.633
H 1.03865 -1.28722 1.37404 0.23 -0.35 -0.30 0.399
H 2.05765 -1.91522 2.25504 2.36 0.81 3.44 0.274
O 0.82165 2.35478 1.68904 -2.80 -1.00 -1.54 -0.726
H 0.50865 1.48278 1.20404 1.11 1.35 1.31 0.392
H -0.05135 2.83678 1.57604 1.61 -0.46 0.44 0.306
O -2.25035 1.23378 -0.01996 -3.54 0.84 -0.23 -0.716
H -1.35235 0.92478 0.15004 -0.69 -0.89 1.63 0.378
H -3.07535 0.83078 0.44604 3.37 0.56 -0.93 0.282
```
Positions in Å, forces in eV/Å.

E_LUMO (Eh): 0.1068
Relative energy (zero: lowest compared OMol25 entry of this formula, charge and spin) (eV): 3.414
Molar mass (g/mol): 143.11
Total charge: -1

---

Among the records above, which one has the highest molar mass? C20H29N11O9PSSc